{
  "formula": "C4H4INOS",
  "method": "the ωB97M-V functional and the def2-TZVPD basis",
  "largest_force_ev_per_a": 2.997,
  "e_lumo_ev": -0.05,
  "homo_energy_ha": -0.29089,
  "total_energy_ev": -26683.0177,
  "orbital_gap_ha": 0.2892,
  "elements": ["C", "C", "C", "C", "N", "O", "S", "I", "H", "H", "H", "H"],
  "coordinates": [[2.1135, -1.3428, 0.1562], [2.1162, 0.0100, 0.0210], [-0.5714, -0.7194, -0.1704], [-2.3943, 1.0184, 0.0004], [-1.6584, -0.2441, -0.1292], [0.9806, 0.5736, -0.1192], [0.4792, -2.0176, -0.3793], [3.9450, 1.0151, 0.1811], [2.9136, -2.1581, 0.3793], [-2.7017, 1.0963, 1.0003], [-1.7757, 1.8424, -0.4308], [-3.4465, 0.9263, -0.5093]]
}